Entry 1:
{
  "formula": "C4H6N2S",
  "method": "wB97M-V/def2-TZVPD",
  "symbols": ["N", "C", "C", "S", "H", "C", "N", "C", "H", "H", "H", "H", "H"],
  "xyz": [[-2.37912, 2.05428, 0.22054], [-2.20683, 0.83836, 0.21375], [-2.19586, -0.37947, -0.03798], [-2.10806, -2.00967, -0.11944], [-2.87779, 2.66384, 0.81579], [1.39910, -1.54674, 0.41327], [1.25161, -0.33451, 0.55434], [1.51700, 0.56040, -0.55578], [1.28636, -2.03083, 1.36400], [1.57920, -1.94509, -0.63244], [0.66637, 1.22778, -0.51401], [2.36304, 0.98155, -0.15286], [1.70498, -0.07991, -1.56919]],
  "atomic_forces_ev_per_a": [[1.4710, -0.6600, -1.3337], [-1.4447, 3.5375, 0.5367], [0.7868, -5.6447, -0.2350], [-0.2283, 2.6449, -0.0174], [-0.5962, 0.0922, 1.0462], [-0.0114, -1.0999, -1.0157], [-0.1701, 2.0970, 0.1573], [-1.7476, -3.2532, -1.2060], [0.0299, -1.5256, -0.1564], [0.0372, -0.3796, 1.3118], [0.1103, 0.5077, -0.9257], [2.2381, 1.8085, -0.1571], [-0.4750, 1.8752, 1.9950]],
  "mol_weight_da": 114.173,
  "smiles": "N=C=C=S.C=NC",
  "orbital_gap_ev": [6.38, 6.39],
  "e_above_lowest_kcal_mol": 121.3,
  "energy_ev": -18055.7136,
  "lumo_ev": [-1.87, -1.85]
}

---

Entry 2:
{
  "formula": "C4H6N2S",
  "method": "wB97M-V/def2-TZVPD",
  "symbols": ["N", "C", "C", "C", "C", "S", "N", "H", "H", "H", "H", "H", "H"],
  "xyz": [[-2.67672, -0.87037, 0.08142], [-1.50581, -0.13252, -0.06839], [-1.30672, 1.21258, -0.05719], [0.08146, 1.43646, -0.04006], [0.69331, 0.18536, 0.04563], [2.38590, -0.35520, -0.08585], [-0.25919, -0.75962, 0.04451], [-3.38418, -0.33195, 0.49601], [-3.06089, -1.30399, -0.78927], [-2.12971, 1.91696, 0.17756], [0.60650, 2.39975, -0.01168], [2.75076, -0.03414, 1.20659], [-0.17897, -1.76486, 0.13294]],
  "atomic_forces_ev_per_a": [[-0.0152, -1.7678, -1.5247], [0.9228, -0.9066, 0.5768], [-0.9487, 0.7393, 0.4965], [1.3530, -0.0354, 0.4871], [1.2889, 1.0487, -0.4886], [-0.1779, 0.7107, 1.0488], [-2.6855, -0.2375, -0.4484], [-1.0395, 0.7095, 0.6032], [0.6671, 0.6399, 1.0303], [0.7887, -0.3397, -0.7391], [-0.3029, -0.6491, -0.1101], [-0.1819, -0.2930, -0.8692], [0.3311, 0.3810, -0.0626]],
  "mol_weight_da": 114.173,
  "smiles": "Nc1ccc(S)[nH]1",
  "orbital_gap_ev": 8.70,
  "e_above_lowest_kcal_mol": 15.9,
  "energy_ev": -18060.2836,
  "lumo_ev": 0.90
}

---

Entry 3:
{
  "formula": "C4H6N2S",
  "method": "wB97M-V/def2-TZVPD",
  "symbols": ["C", "C", "C", "C", "N", "N", "S", "H", "H", "H", "H", "H", "H"],
  "xyz": [[1.19801, -0.54742, -0.17453], [-0.54525, 0.37691, -1.58718], [0.22818, 0.23722, 0.72394], [-1.02194, 0.44375, -0.16718], [2.55142, -0.19630, 0.04940], [0.65754, -0.10846, -1.52335], [3.67946, -1.05028, 0.75139], [1.02262, -1.63624, -0.09801], [0.01065, -0.29013, 1.64931], [0.68090, 1.20144, 0.96051], [-1.53576, 1.37978, 0.04448], [-1.74348, -0.36712, -0.03398], [1.23032, -0.27563, -2.33874]],
  "atomic_forces_ev_per_a": [[-1.2584, -0.8444, 0.0128], [-0.1061, 0.1837, -0.3528], [0.0410, -0.0023, 0.1402], [0.4430, -0.1649, 0.2184], [1.5829, 0.4613, 0.0549], [0.9177, -0.1958, 0.5413], [-1.6622, 0.4530, -0.6604], [0.1454, 0.2007, 0.0735], [0.1017, -0.0216, 0.0502], [0.0373, -0.0430, 0.0253], [-0.0595, -0.0372, -0.0376], [-0.0873, 0.0245, -0.0123], [-0.0956, -0.0141, -0.0535]],
  "mol_weight_da": 114.173,
  "orbital_gap_ev": [6.73, 6.73],
  "e_above_lowest_kcal_mol": 89.8,
  "energy_ev": -18057.0794,
  "lumo_ev": [-1.58, -1.60]
}

---

Entry 4:
{
  "formula": "C4H6N2S2",
  "method": "wB97M-V/def2-TZVPD",
  "symbols": ["H", "N", "C", "N", "C", "C", "C", "S", "S", "H", "H", "H", "H", "H"],
  "xyz": [[1.10322, -2.39099, -0.38143], [1.55062, -1.81564, -1.15439], [1.53591, -0.58467, -0.71126], [1.02351, -0.11929, 0.51397], [-0.11242, -0.66152, 1.20606], [-0.11190, 0.81519, 0.82800], [-1.17847, 1.34467, -0.08021], [-1.93435, 2.73645, 0.24131], [-1.27484, 0.26008, -1.42029], [2.10230, 0.18275, -1.27173], [0.10107, -0.99591, 2.22896], [-0.74557, -1.29081, 0.62775], [0.12529, 1.51817, 1.57218], [-2.18437, 1.00153, -2.19892]],
  "atomic_forces_ev_per_a": [[0.3214, 0.4539, -1.2768], [-0.4697, 1.7729, 2.5512], [0.3036, -1.4313, -0.9732], [-0.6044, 0.5211, -0.3418], [1.0729, 0.4296, 0.6009], [0.3894, -1.4899, 0.0898], [1.0658, -0.4516, -0.2680], [-0.1250, -0.1830, -0.1613], [-1.6362, 0.9963, -1.6581], [-0.6228, -0.3347, 0.2069], [-0.3510, 0.3170, -0.3244], [-0.6240, -0.4982, -0.2761], [0.4145, 0.6695, 0.9135], [0.8655, -0.7716, 0.9176]],
  "mol_weight_da": 146.240,
  "smiles": "[H]/N=C\\N1C[C@@H]1C(=S)S",
  "orbital_gap_ev": 8.53,
  "e_above_lowest_kcal_mol": 62.6,
  "energy_ev": -28893.4940,
  "lumo_ev": -0.66
}

---

Entry 5:
{
  "formula": "C4H6N2S2",
  "method": "wB97M-V/def2-TZVPD",
  "symbols": ["S", "C", "C", "N", "N", "C", "S", "C", "H", "H", "H", "H", "H", "H"],
  "xyz": [[0.57105, 2.02031, -1.92823], [0.02839, 1.04510, -0.73779], [-0.57662, -0.17657, -1.22792], [-0.89703, -1.04208, -0.13505], [0.14764, -1.19717, 0.83664], [0.75345, -0.11174, 1.37121], [1.89399, -0.26474, 2.49793], [0.29722, 1.03938, 0.71018], [-1.45947, 0.10219, -1.75784], [0.17210, -0.59130, -2.09322], [-1.30152, -1.91740, -0.49947], [0.25920, -2.15228, 1.05444], [-0.74447, 1.27764, 1.02644], [0.85608, 1.96867, 0.88269]],
  "atomic_forces_ev_per_a": [[-0.1138, 0.8551, 1.0923], [2.0966, -0.2487, -2.0444], [1.5334, -1.8151, -1.9676], [-0.9942, -0.3448, 0.0410], [-1.1815, 0.1615, -1.6383], [-0.0186, -3.9166, -0.4124], [0.8517, 0.2495, 1.0016], [-1.5880, 5.7564, -0.8457], [-0.9012, -0.1503, -0.3648], [-1.6114, 0.4703, 2.1025], [0.7589, 0.3853, 0.9631], [0.8248, -0.6548, 0.9215], [0.2342, -0.2051, 0.5793], [0.1090, -0.5425, 0.5720]],
  "mol_weight_da": 146.240,
  "smiles": "S=C1CNNC(=S)C1",
  "orbital_gap_ev": 7.95,
  "e_above_lowest_kcal_mol": 66.6,
  "energy_ev": -28893.3230,
  "lumo_ev": -0.51
}

---

Entry 6:
{
  "formula": "C4H6N2S2",
  "method": "wB97M-V/def2-TZVPD",
  "symbols": ["C", "C", "C", "C", "N", "N", "S", "S", "H", "H", "H", "H", "H", "H"],
  "xyz": [[-0.78125, 0.10771, 1.74589], [-2.04544, -0.29658, 2.09994], [-1.30377, -1.03090, -0.07052], [1.97039, 1.31517, -1.29646], [-0.39141, -0.30257, 0.51308], [1.64345, 0.08434, -1.62277], [-2.73319, -1.25299, 0.85706], [2.26886, -0.81670, -2.83409], [0.10695, 0.42259, 2.32734], [-2.71316, -0.14407, 2.93671], [1.86036, 1.82381, -0.42356], [2.47866, 1.94483, -2.08377], [-1.31002, -1.36150, -1.08879], [0.94955, -0.49314, -1.06005]],
  "atomic_forces_ev_per_a": [[0.7547, -0.7801, 0.8318], [-0.1973, -0.0337, -0.0126], [-0.6088, 0.5502, 0.5116], [2.6987, 4.2501, -3.0882], [-0.3272, -0.8112, -1.1993], [-3.1372, -5.4201, 0.6850], [0.4636, 0.4455, -0.2039], [0.7213, 0.0257, -0.6649], [-1.3826, 0.5542, 0.1543], [0.6543, 0.2040, 0.3104], [-0.6632, 0.4271, 2.7339], [-0.7165, -1.0111, 0.7327], [0.4277, -0.2522, -0.3316], [1.3127, 1.8518, -0.4592]],
  "mol_weight_da": 146.240,
  "orbital_gap_ev": [6.69, 7.39],
  "s2": 2.0061,
  "e_above_lowest_kcal_mol": 0.0,
  "energy_ev": -28891.7809,
  "lumo_ev": [0.59, -1.36],
  "spin_multiplicity": 3
}

---

Entry 7:
{
  "formula": "C4H6N3",
  "method": "wB97M-V/def2-TZVPD",
  "symbols": ["C", "N", "C", "N", "N", "C", "C", "H", "H", "H", "H", "H", "H"],
  "xyz": [[2.41327, -0.17789, 0.42992], [1.37321, 0.21293, -0.45825], [0.22192, -0.30766, -0.55076], [-0.77785, -0.88610, -0.49041], [-2.04382, -0.81419, 0.05117], [-2.26152, 0.55481, 0.47562], [-3.09582, 0.14692, -0.44576], [3.15497, 0.61961, 0.56853], [3.00195, -1.04979, 0.14773], [1.97604, -0.46633, 1.50602], [1.77139, 0.60529, -1.35014], [-1.63251, 1.25461, 0.90753], [-4.10123, 0.30779, -0.79118]],
  "atomic_forces_ev_per_a": [[0.7813, -1.2091, 4.5845], [1.5340, 1.1884, -2.9025], [0.5261, -0.1248, 0.4438], [-1.0594, -0.6072, -1.9900], [-0.6151, -0.7551, 1.9226], [-2.2825, -1.1151, -2.7291], [1.5652, 1.7742, 2.2540], [-0.6244, 0.0633, -0.0745], [-0.4068, -0.1483, -0.5909], [0.8392, 0.8716, -2.4200], [-0.9127, -0.2439, 1.0353], [0.5587, 1.1078, 1.3945], [0.0963, -0.8019, -0.9277]],
  "charge": 1,
  "mol_weight_da": 96.113,
  "smiles": "C[NH+]=C=NN1C=C1",
  "orbital_gap_ev": 10.04,
  "e_above_lowest_kcal_mol": 152.6,
  "energy_ev": -8701.8873,
  "lumo_ev": -3.78
}

---

Entry 8:
{
  "formula": "C4H6N3",
  "method": "wB97M-V/def2-TZVPD",
  "symbols": ["C", "C", "C", "C", "N", "N", "N", "H", "H", "H", "H", "H", "H"],
  "xyz": [[3.27527, 0.60947, 0.29376], [1.41020, 0.18645, 0.11892], [-0.86142, -0.47670, -0.69646], [-1.05599, -0.57286, 0.73716], [3.27990, -0.52323, -0.15324], [1.93098, -0.89681, -0.38008], [-0.07254, 0.41851, 0.17009], [3.76600, 1.37923, 0.88330], [-0.21710, -1.16938, -1.26976], [-1.61794, -0.04064, -1.30357], [-1.91737, -0.07332, 1.21250], [-0.82277, -1.53991, 1.26049], [-0.33173, 1.47872, 0.29208]],
  "atomic_forces_ev_per_a": [[-2.7461, 0.4759, 1.0610], [1.1602, 0.2059, -0.1906], [-0.2081, -0.4848, -1.3274], [-1.0683, -1.3550, 1.1350], [1.9782, -1.1335, -0.6135], [-1.6701, 1.3820, 0.6610], [1.1320, 1.7098, 0.6277], [0.3164, -0.2142, -0.5026], [-0.3950, 0.1995, 0.7998], [-0.3894, 0.6373, -0.3004], [0.4988, -0.1663, -0.5502], [0.8170, 1.4664, -0.3957], [0.5743, -2.7229, -0.4040]],
  "charge": 1,
  "mol_weight_da": 96.113,
  "orbital_gap_ev": 9.74,
  "e_above_lowest_kcal_mol": 158.9,
  "energy_ev": -8701.6125,
  "lumo_ev": -4.88
}

---

Entry 9:
{
  "formula": "C4H6N3O2STc",
  "method": "wB97M-V/def2-TZVPD",
  "symbols": ["Tc", "N", "C", "O", "C", "C", "H", "H", "H", "H", "H", "H", "O", "N", "S", "C", "N"],
  "xyz": [[-0.21514, -0.58508, -0.20244], [-2.55715, 1.00389, 2.77434], [-1.53603, 0.59614, 2.10417], [-1.63498, 0.15079, 0.89254], [-0.12689, 0.60563, 2.62874], [0.72767, -0.25166, 1.73679], [-3.49987, 0.98531, 2.39028], [-2.47772, 1.34785, 3.72695], [-0.06419, 0.20692, 3.65415], [0.23951, 1.63516, 2.71068], [0.45377, -1.34702, 1.76218], [1.79856, -0.10272, 1.85948], [2.44696, -1.23976, -1.16456], [1.41949, -1.01142, -0.84433], [-1.21461, 1.89843, -4.04232], [-0.84249, 1.09079, -2.72179], [-0.56738, 0.48488, -1.73934]],
  "atomic_forces_ev_per_a": [[-1.1378, -0.3774, 2.1481], [-0.1852, -0.0978, -0.1830], [0.3808, 0.1688, 0.6483], [-0.5084, 0.0862, -0.3147], [-0.1562, 0.0463, 0.0717], [-0.2876, 0.1074, -0.6674], [0.0078, -0.0203, -0.1009], [0.1119, -0.0141, 0.0439], [0.0062, -0.0037, -0.0234], [0.0327, -0.0029, -0.1426], [-0.0173, -0.0510, -0.0747], [0.0261, -0.0983, -0.1797], [0.3343, -0.0800, -0.0951], [1.5634, -0.3742, -0.4953], [-0.0382, 0.0569, -0.1120], [0.0809, -0.0601, 0.2442], [-0.2135, 0.7142, -0.7675]],
  "charge": 3,
  "mol_weight_da": 258.178,
  "orbital_gap_ev": [7.62, 5.68],
  "s2": 3.8489,
  "e_above_lowest_kcal_mol": 6.7,
  "energy_ev": -25806.8411,
  "lumo_ev": [-14.67, -16.33],
  "spin_multiplicity": 4
}

---

Which formula does entry 2 have?
C4H6N2S

---

Copy entry 7 word for word.
{
  "formula": "C4H6N3",
  "method": "wB97M-V/def2-TZVPD",
  "symbols": ["C", "N", "C", "N", "N", "C", "C", "H", "H", "H", "H", "H", "H"],
  "xyz": [[2.41327, -0.17789, 0.42992], [1.37321, 0.21293, -0.45825], [0.22192, -0.30766, -0.55076], [-0.77785, -0.88610, -0.49041], [-2.04382, -0.81419, 0.05117], [-2.26152, 0.55481, 0.47562], [-3.09582, 0.14692, -0.44576], [3.15497, 0.61961, 0.56853], [3.00195, -1.04979, 0.14773], [1.97604, -0.46633, 1.50602], [1.77139, 0.60529, -1.35014], [-1.63251, 1.25461, 0.90753], [-4.10123, 0.30779, -0.79118]],
  "atomic_forces_ev_per_a": [[0.7813, -1.2091, 4.5845], [1.5340, 1.1884, -2.9025], [0.5261, -0.1248, 0.4438], [-1.0594, -0.6072, -1.9900], [-0.6151, -0.7551, 1.9226], [-2.2825, -1.1151, -2.7291], [1.5652, 1.7742, 2.2540], [-0.6244, 0.0633, -0.0745], [-0.4068, -0.1483, -0.5909], [0.8392, 0.8716, -2.4200], [-0.9127, -0.2439, 1.0353], [0.5587, 1.1078, 1.3945], [0.0963, -0.8019, -0.9277]],
  "charge": 1,
  "mol_weight_da": 96.113,
  "smiles": "C[NH+]=C=NN1C=C1",
  "orbital_gap_ev": 10.04,
  "e_above_lowest_kcal_mol": 152.6,
  "energy_ev": -8701.8873,
  "lumo_ev": -3.78
}